The following is a DFT calculation (ωB97M-V/def2-TZVPD) of 2 unconnected molecules or ions with the total composition C3H3O2P in a non-equilibrium geometry.

As for the gap between HOMO and LUMO: 0.3230 Eh. Its SMILES is C#CP=O.C=O. The molar mass is 102.029 g mol⁻¹. The calculation puts the largest force on an atom at 0.111 hartree/bohr. Its highest occupied orbital energy is -10.049 eV. The relative energy (zero: lowest compared OMol25 entry of this formula, charge and spin) is 3.149 eV.

ORCA input file:
```
! wB97M-V def2-TZVPD RIJCOSX def2/J DEFGRID3
* xyz 0 1
C -2.090 2.335 -0.226
C -1.843 1.221 0.183
P -1.468 -0.443 0.856
O -0.862 -1.114 -0.313
H -2.374 3.228 -0.469
C 2.188 -1.379 -0.027
O 2.012 -1.167 1.159
H 2.470 -0.505 -0.570
H 1.966 -2.176 -0.592
*
```